Entry 1
Computed, not measured: a cluster of 11 separate species, C29H86N6O11 in total, with ωB97M-V/def2-TZVPD.

Output
E_LUMO: 0.47 eV
SMILES string: COC[C@H](C)N.COC[C@H](C)N.COC[C@H](C)N.COC[C@H](C)N.COC[C@H](C)N.COC[C@H](C)N.CO.CO.CO.CO.CO
HOMO level: -0.3381 hartree
Gap between HOMO and LUMO: 9.674 eV
2S+1: 1
Net charge: 0

Bonds (Å) are listed after each position.
Cartesian coordinates (Å):
1 C -1.19250 2.84044 -2.87777  O2 1.408, H7 1.092, H8 1.094, H9 1.095
2 O -1.59656 3.49479 -4.05662  C1 1.408, C3 1.417
3 C -2.95938 3.87807 -4.00578  O2 1.417, C4 1.553, H10 1.097, H11 1.095
4 C -3.24222 4.79229 -5.22827  C3 1.553, C5 1.521, N6 1.477, H12 1.090
5 C -2.33993 6.01629 -5.22853  C4 1.521, H13 1.094, H14 1.095, H15 1.087
6 N -4.64508 5.24186 -5.12209  C4 1.477, H16 1.018, H17 1.016
7 H -0.10782 2.71331 -2.84921  C1 1.092
8 H -1.61611 1.83454 -2.79729  C1 1.094
9 H -1.37271 3.42812 -1.97154  C1 1.095
10 H -3.57469 2.97458 -4.09444  C3 1.097
11 H -3.18537 4.44748 -3.09807  C3 1.095
12 H -3.02706 4.19733 -6.11582  C4 1.090
13 H -1.31752 5.66806 -5.40141  C5 1.094
14 H -2.22846 6.48965 -4.24783  C5 1.095
15 H -2.68644 6.72862 -5.97282  C5 1.087
16 H -5.17745 4.58321 -4.55743  N6 1.018
17 H -4.66821 6.08660 -4.55861  N6 1.016
18 C 0.34333 0.04502 3.31499  O19 1.408, H24 1.094, H25 1.092, H26 1.092
19 O 0.32293 -1.10912 4.12144  C18 1.408, C20 1.415
20 C 1.61832 -1.59559 4.41635  O19 1.415, C21 1.537, H27 1.094, H28 1.101
21 C 1.46545 -2.76246 5.40464  C20 1.537, C22 1.512, N23 1.476, H29 1.094
22 C 2.81833 -3.22636 5.89493  C21 1.512, H30 1.092, H31 1.095, H32 1.090
23 N 0.73492 -3.89357 4.80015  C21 1.476, H33 1.023, H34 1.020
24 H 0.73138 0.95856 3.77475  C18 1.094
25 H -0.70976 0.23404 3.09493  C18 1.092
26 H 0.85526 -0.17324 2.37573  C18 1.092
27 H 2.18328 -1.82938 3.50965  C20 1.094
28 H 2.17585 -0.80424 4.93985  C20 1.101
29 H 0.90362 -2.30552 6.22502  C21 1.094
30 H 3.42403 -2.45398 6.37291  C22 1.092
31 H 3.36521 -3.60538 5.02482  C22 1.095
32 H 2.74132 -4.02189 6.63562  C22 1.090
33 H 1.29937 -4.08104 3.96741  N23 1.023
34 H -0.11402 -3.46621 4.42997  N23 1.020
35 C -0.96932 3.59391 2.87032  O36 1.411, H41 1.096, H42 1.090, H43 1.092
36 O -1.17871 4.01555 4.20034  C35 1.411, C37 1.424
37 C -0.28582 5.06840 4.54887  O36 1.424, C38 1.530, H44 1.096, H45 1.091
38 C -0.87343 5.69439 5.81515  C37 1.530, C39 1.529, N40 1.467, H46 1.095
39 C -2.01946 6.63612 5.44536  C38 1.529, H47 1.090, H48 1.096, H49 1.093
40 N 0.17139 6.46538 6.49845  C38 1.467, H50 1.014, H51 1.019
41 H -1.15346 4.41252 2.16462  C35 1.096
42 H -1.69165 2.81374 2.63214  C35 1.090
43 H 0.03839 3.21237 2.69268  C35 1.092
44 H 0.69381 4.65301 4.81211  C37 1.096
45 H -0.15393 5.79631 3.74705  C37 1.091
46 H -1.31506 4.90369 6.43047  C38 1.095
47 H -2.47556 7.19511 6.26189  C39 1.090
48 H -2.79390 6.01354 4.98376  C39 1.096
49 H -1.75396 7.34860 4.66016  C39 1.093
50 H -0.23070 6.96288 7.28534  N40 1.014
51 H 0.83282 5.80363 6.90163  N40 1.019
52 C 3.65778 -1.04988 -7.67938  O53 1.412, H58 1.095, H59 1.094, H60 1.090
53 O 3.50030 -1.41691 -6.32529  C52 1.412, C54 1.420
54 C 2.51864 -0.62403 -5.67447  O53 1.420, C55 1.521, H61 1.097, H62 1.099
55 C 2.70266 -0.74941 -4.16970  C54 1.521, C56 1.512, N57 1.486, H63 1.093
56 C 1.47273 -0.29513 -3.41692  C55 1.512, H64 1.098, H65 1.095, H66 1.088
57 N 3.83601 0.07364 -3.67394  C55 1.486, H67 1.024, H68 1.020
58 H 3.93972 -0.00193 -7.82541  C52 1.095
59 H 2.73902 -1.28240 -8.22495  C52 1.094
60 H 4.49095 -1.63014 -8.07531  C52 1.090
61 H 2.59325 0.42041 -6.00160  C54 1.097
62 H 1.52709 -0.99355 -5.97113  C54 1.099
63 H 2.95270 -1.78296 -3.91879  C55 1.093
64 H 0.56919 -0.81604 -3.75898  C56 1.098
65 H 1.23753 0.75259 -3.63130  C56 1.095
66 H 1.48468 -0.48480 -2.34576  C56 1.088
67 H 4.62305 -0.10372 -4.30397  N57 1.024
68 H 3.62467 1.05129 -3.87465  N57 1.020
69 C -1.04999 -4.39749 0.83501  O70 1.418, H75 1.087, H76 1.093, H77 1.095
70 O -2.37497 -4.04817 0.47081  C69 1.418, C71 1.411
71 C -2.66663 -2.70194 0.77701  O70 1.411, C72 1.524, H78 1.096, H79 1.095
72 C -4.18531 -2.57525 0.74758  C71 1.524, C73 1.517, N74 1.465, H80 1.095
73 C -4.80647 -2.75318 -0.62520  C72 1.517, H81 1.091, H82 1.089, H83 1.094
74 N -4.61233 -1.27610 1.27430  C72 1.465, H84 1.016, H85 1.014
75 H -0.93882 -5.45374 0.60422  C69 1.087
76 H -0.87528 -4.20163 1.89579  C69 1.093
77 H -0.30778 -3.84320 0.25077  C69 1.095
78 H -2.28249 -2.50847 1.78520  C71 1.096
79 H -2.20676 -1.98535 0.08827  C71 1.095
80 H -4.59533 -3.35125 1.40270  C72 1.095
81 H -5.85554 -2.45787 -0.58318  C73 1.091
82 H -4.72312 -3.77500 -0.99284  C73 1.089
83 H -4.32516 -2.12725 -1.38291  C73 1.094
84 H -4.32567 -1.07964 2.22935  N74 1.016
85 H -5.62024 -1.17230 1.30350  N74 1.014
86 C 2.62891 -2.98318 1.04205  O87 1.414, H92 1.094, H93 1.092, H94 1.092
87 O 2.09698 -4.02928 1.83014  C86 1.414, C88 1.418
88 C 3.06635 -5.01299 2.15004  O87 1.418, C89 1.531, H95 1.098, H96 1.096
89 C 3.23727 -6.02191 1.01090  C88 1.531, C90 1.534, N91 1.468, H97 1.100
90 C 1.90780 -6.66684 0.60057  C89 1.534, H98 1.089, H99 1.087, H100 1.093
91 N 4.16776 -7.07990 1.42193  C89 1.468, H101 1.018, H102 1.015
92 H 1.84156 -2.25313 0.83257  C86 1.094
93 H 2.95775 -3.28088 0.04465  C86 1.092
94 H 3.42066 -2.42272 1.54453  C86 1.092
95 H 4.05592 -4.65091 2.45805  C88 1.098
96 H 2.68961 -5.52134 3.04440  C88 1.096
97 H 3.61518 -5.46388 0.14198  C89 1.100
98 H 2.08290 -7.56430 0.00963  C90 1.089
99 H 1.27546 -5.95438 0.07776  C90 1.087
100 H 1.40926 -6.95590 1.52983  C90 1.093
101 H 4.20878 -7.70457 0.61857  N91 1.018
102 H 5.12788 -6.77169 1.53900  N91 1.015
103 C 3.76921 0.52093 -0.43096  O104 1.431, H105 1.092, H106 1.091, H107 1.093
104 O 3.93157 -0.83104 -0.87050  C103 1.431, H108 0.978
105 H 4.68467 1.10857 -0.52413  C103 1.092
106 H 2.93725 0.97735 -0.96895  C103 1.091
107 H 3.51163 0.47963 0.63052  C103 1.093
108 H 3.95483 -0.76400 -1.84638  O104 0.978
109 C -1.95125 -2.62802 -3.17767  O110 1.427, H111 1.089, H112 1.096, H113 1.094
110 O -0.99894 -2.78897 -4.22850  C109 1.427, H114 0.961
111 H -2.11352 -1.56746 -2.99205  C109 1.089
112 H -2.89448 -3.04661 -3.54563  C109 1.096
113 H -1.71506 -3.12114 -2.23042  C109 1.094
114 H -1.01372 -3.72237 -4.45800  O110 0.961
115 C -0.04123 0.22471 -0.13157  O116 1.417, H117 1.096, H118 1.090, H119 1.090
116 O -0.52367 1.50062 0.25380  C115 1.417, H120 0.969
117 H -0.40168 -0.08516 -1.11949  C115 1.096
118 H 1.04205 0.27574 -0.24418  C115 1.090
119 H -0.30019 -0.55918 0.57994  C115 1.090
120 H -1.46201 1.40115 0.47201  O116 0.969
121 C 1.48111 4.16842 0.27713  O122 1.406, H123 1.089, H124 1.099, H125 1.092
122 O 1.61206 3.11747 -0.64719  C121 1.406, H126 0.971
123 H 2.17129 4.97174 0.02459  C121 1.089
124 H 0.48058 4.62074 0.22838  C121 1.099
125 H 1.61854 3.87185 1.31952  C121 1.092
126 H 1.02017 2.40745 -0.34992  O122 0.971
127 C -4.12050 1.24549 -1.20380  O128 1.420, H129 1.096, H130 1.087, H131 1.093
128 O -3.40388 1.03573 0.00408  C127 1.420, H132 0.981
129 H -5.20154 1.18037 -1.03799  C127 1.096
130 H -3.91769 2.25655 -1.54758  C127 1.087
131 H -3.86632 0.47378 -1.93535  C127 1.093
132 H -3.86007 0.34021 0.52490  O128 0.981


Entry 2
Computed, not measured: a cluster of 11 separate species, C29H86N6O11 in total, with ωB97M-V/def2-TZVPD.

Output
E_LUMO: 0.20 eV
SMILES string: COC[C@H](C)N.COC[C@H](C)N.COC[C@H](C)N.COC[C@H](C)N.COC[C@H](C)N.COC[C@H](C)N.CO.CO.CO.CO.CO
HOMO level: -0.3071 hartree
Gap between HOMO and LUMO: 8.554 eV
2S+1: 1
Net charge: 0

Bonds (Å) are listed after each position.
Cartesian coordinates (Å):
1 C -10.22631 -10.68222 -13.98250  O2 1.409, H7 1.090, H8 1.097, H9 1.095
2 O -11.21394 -11.66298 -13.76504  C1 1.409, C3 1.413
3 C -10.97724 -12.37665 -12.56900  O2 1.413, C4 1.518, H10 1.099, H11 1.099
4 C -12.10295 -13.38607 -12.43138  C3 1.518, C5 1.533, N6 1.461, H12 1.098
5 C -13.47886 -12.75183 -12.19913  C4 1.533, H13 1.097, H14 1.088, H15 1.089
6 N -11.79719 -14.24587 -11.29094  C4 1.461, H16 1.011, H17 1.026
7 H -10.57400 -9.99856 -14.75747  C1 1.090
8 H -9.29741 -11.13675 -14.34781  C1 1.097
9 H -10.03400 -10.09465 -13.07868  C1 1.095
10 H -10.01426 -12.90531 -12.57173  C3 1.099
11 H -10.96175 -11.71890 -11.68861  C3 1.099
12 H -12.13680 -13.99211 -13.34578  C4 1.098
13 H -13.39138 -12.17248 -11.27177  C5 1.097
14 H -14.28005 -13.45502 -11.98231  C5 1.088
15 H -13.69259 -12.00754 -12.96434  C5 1.089
16 H -12.46192 -14.98664 -11.11428  N6 1.011
17 H -10.84042 -14.60924 -11.36438  N6 1.026
18 C -9.44837 -18.01360 -6.88766  O19 1.407, H24 1.092, H25 1.086, H26 1.099
19 O -10.46019 -18.96976 -7.09096  C18 1.407, C20 1.409
20 C -11.68855 -18.41617 -7.50219  O19 1.409, C21 1.528, H27 1.095, H28 1.100
21 C -12.49704 -19.48820 -8.23047  C20 1.528, C22 1.537, N23 1.479, H29 1.096
22 C -11.75028 -20.01277 -9.46702  C21 1.537, H30 1.089, H31 1.088, H32 1.089
23 N -13.80238 -18.93560 -8.65403  C21 1.479, H33 1.017, H34 1.017
24 H -9.12594 -17.45584 -7.76982  C18 1.092
25 H -8.60838 -18.50919 -6.40905  C18 1.086
26 H -9.77300 -17.22189 -6.19769  C18 1.099
27 H -12.21175 -17.92804 -6.67291  C20 1.095
28 H -11.50575 -17.60946 -8.22788  C20 1.100
29 H -12.71447 -20.35206 -7.59141  C21 1.096
30 H -10.81199 -20.45848 -9.13978  C22 1.089
31 H -11.51825 -19.17703 -10.12422  C22 1.088
32 H -12.39086 -20.75416 -9.94174  C22 1.089
33 H -14.14038 -19.53910 -9.39920  N23 1.017
34 H -14.47284 -19.10709 -7.90903  N23 1.017
35 C -3.72345 -13.14679 -5.63656  O36 1.398, H41 1.099, H42 1.094, H43 1.095
36 O -4.30649 -13.91039 -4.62083  C35 1.398, C37 1.410
37 C -5.08853 -14.97199 -5.12003  O36 1.410, C38 1.538, H44 1.099, H45 1.094
38 C -6.42344 -14.60405 -5.78880  C37 1.538, C39 1.536, N40 1.459, H46 1.100
39 C -7.36697 -13.89273 -4.80747  C38 1.536, H47 1.090, H48 1.089, H49 1.088
40 N -7.01793 -15.86698 -6.21402  C38 1.459, H50 1.022, H51 1.031
41 H -4.43654 -12.58216 -6.25406  C35 1.099
42 H -3.07278 -13.76134 -6.26487  C35 1.094
43 H -3.13532 -12.29628 -5.27649  C35 1.095
44 H -4.49878 -15.61137 -5.79219  C37 1.099
45 H -5.29194 -15.59585 -4.24419  C37 1.094
46 H -6.18636 -13.89255 -6.59398  C38 1.100
47 H -6.84030 -13.05127 -4.35736  C39 1.090
48 H -7.66545 -14.66206 -4.09612  C39 1.089
49 H -8.22217 -13.53044 -5.37366  C39 1.088
50 H -6.35775 -16.38150 -6.80006  N40 1.022
51 H -7.74470 -15.60480 -6.89659  N40 1.031
52 C -9.66501 -14.67064 -15.53254  O53 1.400, H58 1.088, H59 1.098, H60 1.094
53 O -9.74740 -14.99357 -16.89184  C52 1.400, C54 1.417
54 C -9.20175 -14.02258 -17.76844  O53 1.417, C55 1.508, H61 1.099, H62 1.099
55 C -9.47898 -14.45778 -19.18579  C54 1.508, C56 1.547, N57 1.488, H63 1.089
56 C -9.11389 -15.94259 -19.41802  C55 1.547, H64 1.095, H65 1.093, H66 1.084
57 N -8.64587 -13.61350 -20.08490  C55 1.488, H67 1.017, H68 1.017
58 H -9.98705 -15.50800 -14.91781  C52 1.088
59 H -10.40194 -13.88348 -15.32388  C52 1.098
60 H -8.68864 -14.32207 -15.18364  C52 1.094
61 H -9.67905 -13.07438 -17.48462  C54 1.099
62 H -8.12985 -13.85077 -17.59756  C54 1.099
63 H -10.52420 -14.27372 -19.43062  C55 1.089
64 H -9.96845 -16.59205 -19.20328  C56 1.095
65 H -8.41189 -16.25530 -18.64024  C56 1.093
66 H -8.75408 -16.11852 -20.42491  C56 1.084
67 H -8.97921 -13.77052 -21.03254  N57 1.017
68 H -7.70779 -14.00368 -20.13122  N57 1.017
69 C -9.37649 -16.64181 -11.95732  O70 1.408, H75 1.094, H76 1.094, H77 1.086
70 O -9.21990 -15.36382 -11.38761  C69 1.408, C71 1.420
71 C -9.05207 -15.43096 -9.97915  O70 1.420, C72 1.513, H78 1.100, H79 1.097
72 C -8.63038 -14.10768 -9.37768  C71 1.513, C73 1.525, N74 1.453, H80 1.108
73 C -7.19356 -13.72263 -9.71242  C72 1.525, H81 1.092, H82 1.097, H83 1.091
74 N -8.86237 -14.12864 -7.94302  C72 1.453, H84 1.028, H85 1.020
75 H -10.21826 -17.20316 -11.54181  C69 1.094
76 H -8.48544 -17.23822 -11.73898  C69 1.094
77 H -9.53316 -16.57698 -13.03012  C69 1.086
78 H -9.99999 -15.71965 -9.50229  C71 1.100
79 H -8.32666 -16.22648 -9.76924  C71 1.097
80 H -9.23428 -13.27889 -9.79841  C72 1.108
81 H -6.90478 -12.80476 -9.19515  C73 1.092
82 H -7.15034 -13.40937 -10.76336  C73 1.097
83 H -6.47187 -14.52033 -9.53170  C73 1.091
84 H -9.88637 -14.19881 -7.89221  N74 1.028
85 H -8.61236 -13.19528 -7.61739  N74 1.020
86 C -5.33605 -14.06460 -13.17908  O87 1.400, H92 1.099, H93 1.093, H94 1.095
87 O -4.60215 -13.53040 -14.24433  C86 1.400, C88 1.424
88 C -5.36187 -12.61157 -15.02369  O87 1.424, C89 1.522, H95 1.092, H96 1.100
89 C -4.38398 -11.94208 -15.97824  C88 1.522, C90 1.505, N91 1.478, H97 1.093
90 C -5.01054 -10.79181 -16.71873  C89 1.505, H98 1.096, H99 1.100, H100 1.088
91 N -3.93882 -12.88630 -17.02389  C89 1.478, H101 1.016, H102 1.011
92 H -5.65989 -13.31768 -12.44020  C86 1.099
93 H -4.63887 -14.67481 -12.59883  C86 1.093
94 H -6.20488 -14.67596 -13.44524  C86 1.095
95 H -6.26442 -13.04834 -15.45627  C88 1.092
96 H -5.66138 -11.79705 -14.34793  C88 1.100
97 H -3.54290 -11.58589 -15.37815  C89 1.093
98 H -4.23367 -10.21244 -17.23164  C90 1.096
99 H -5.41933 -10.00924 -16.06312  C90 1.100
100 H -5.78882 -10.99902 -17.45001  C90 1.088
101 H -3.59622 -13.73831 -16.59025  N91 1.016
102 H -3.18733 -12.52171 -17.59395  N91 1.011
103 C -6.04829 -17.31655 -11.61202  O104 1.424, H105 1.094, H106 1.094, H107 1.091
104 O -4.76668 -17.04265 -11.05614  C103 1.424, H108 0.964
105 H -6.55161 -18.17996 -11.16817  C103 1.094
106 H -6.68645 -16.47539 -11.32711  C103 1.094
107 H -6.13953 -17.36149 -12.69829  C103 1.091
108 H -4.13610 -17.65937 -11.44513  O104 0.964
109 C -12.42350 -12.50716 -8.26945  O110 1.408, H111 1.094, H112 1.093, H113 1.095
110 O -11.76894 -13.75357 -8.29587  C109 1.408, H114 0.986
111 H -13.25952 -12.44622 -8.97299  C109 1.094
112 H -12.89217 -12.40302 -7.28796  C109 1.093
113 H -11.79265 -11.62705 -8.43492  C109 1.095
114 H -11.62962 -13.94990 -9.25229  O110 0.986
115 C -9.07874 -10.67882 -6.30900  O116 1.424, H117 1.092, H118 1.097, H119 1.089
116 O -8.46566 -11.22271 -7.47293  C115 1.424, H120 0.971
117 H -8.37219 -10.12861 -5.68404  C115 1.092
118 H -9.90428 -10.02887 -6.62272  C115 1.097
119 H -9.51464 -11.50324 -5.74607  C115 1.089
120 H -8.19293 -10.48798 -8.04655  O116 0.971
121 C -4.88008 -18.10493 -7.71774  O122 1.414, H123 1.089, H124 1.092, H125 1.107
122 O -5.91660 -17.55002 -8.50314  C121 1.414, H126 0.973
123 H -4.12221 -17.40301 -7.37243  C121 1.089
124 H -5.24020 -18.80399 -6.96008  C121 1.092
125 H -4.33992 -18.86371 -8.31535  C121 1.107
126 H -5.52008 -17.40258 -9.37987  O122 0.973
127 C -9.21595 -9.86662 -10.19669  O128 1.426, H129 1.086, H130 1.090, H131 1.097
128 O -8.21538 -9.21785 -9.41562  C127 1.426, H132 0.959
129 H -10.01434 -10.24625 -9.56592  C127 1.086
130 H -9.60156 -9.24599 -11.00533  C127 1.090
131 H -8.77015 -10.75044 -10.66888  C127 1.097
132 H -7.66941 -8.65629 -9.96879  O128 0.959


Entry 3
Computed, not measured: a cluster of 11 separate species, C29H86N6O11 in total, with ωB97M-V/def2-TZVPD.

Output
E_LUMO: 0.18 eV
SMILES string: COC[C@H](C)N.COC[C@H](C)N.COC[C@H](C)N.COC[C@H](C)N.COC[C@H](C)N.COC[C@H](C)N.CO.CO.CO.CO.CO
HOMO level: -0.3367 hartree
Gap between HOMO and LUMO: 9.346 eV
2S+1: 1
Net charge: 0

Bonds (Å) are listed after each position.
Cartesian coordinates (Å):
1 C 9.85750 -9.05613 -2.37846  O2 1.399, H7 1.090, H8 1.090, H9 1.090
2 O 9.82753 -8.00338 -3.29980  C1 1.399, C3 1.434
3 C 8.50961 -7.45111 -3.42005  O2 1.434, C4 1.573, H10 1.090, H11 1.090
4 C 8.37205 -6.36171 -4.54625  C3 1.573, C5 1.493, N6 1.439, H12 1.090
5 C 8.89442 -5.02165 -4.14461  C4 1.493, H13 1.090, H14 1.090, H15 1.090
6 N 6.98061 -6.12612 -4.82617  C4 1.439, H16 1.010, H17 1.010
7 H 10.86585 -9.43547 -2.21280  C1 1.090
8 H 9.33430 -9.92045 -2.78749  C1 1.090
9 H 9.50148 -8.83763 -1.37168  C1 1.090
10 H 7.85001 -8.21888 -3.82448  C3 1.090
11 H 8.13089 -7.05869 -2.47630  C3 1.090
12 H 8.75238 -6.82717 -5.45554  C4 1.090
13 H 8.36599 -4.69732 -3.24814  C5 1.090
14 H 8.66395 -4.28146 -4.91084  C5 1.090
15 H 9.97812 -4.93235 -4.06899  C5 1.090
16 H 6.81549 -5.32474 -5.41830  N6 1.010
17 H 6.60921 -6.85045 -5.42410  N6 1.010
18 C -7.61445 5.18971 5.35947  O19 1.405, H24 1.090, H25 1.090, H26 1.090
19 O -8.89974 4.89210 5.84370  C18 1.405, C20 1.468
20 C -9.56837 5.98031 6.56667  O19 1.468, C21 1.552, H27 1.090, H28 1.090
21 C -11.10814 5.78500 6.53368  C20 1.552, C22 1.534, N23 1.455, H29 1.090
22 C -11.64234 5.83710 5.09653  C21 1.534, H30 1.090, H31 1.090, H32 1.090
23 N -11.85161 6.77880 7.29314  C21 1.455, H33 1.010, H34 1.010
24 H -7.14770 4.43745 4.72359  C18 1.090
25 H -7.00368 5.44190 6.22634  C18 1.090
26 H -7.56330 6.12383 4.80008  C18 1.090
27 H -9.19659 5.97026 7.59125  C20 1.090
28 H -9.41250 6.91852 6.03415  C20 1.090
29 H -11.33518 4.85988 7.06350  C21 1.090
30 H -11.31347 5.10746 4.35654  C22 1.090
31 H -11.49394 6.80988 4.62772  C22 1.090
32 H -12.70316 5.60630 5.19400  C22 1.090
33 H -11.64695 7.69852 6.92940  N23 1.010
34 H -11.42531 6.82160 8.20776  N23 1.010
35 C 3.48026 -0.27810 -1.82580  O36 1.417, H41 1.090, H42 1.090, H43 1.090
36 O 2.74885 0.86859 -1.42746  C35 1.417, C37 1.477
37 C 1.59426 0.46116 -0.60191  O36 1.477, C38 1.542, H44 1.090, H45 1.090
38 C 0.72149 1.70071 -0.31783  C37 1.542, C39 1.570, N40 1.442, H46 1.090
39 C -0.35885 1.52729 0.80787  C38 1.570, H47 1.090, H48 1.090, H49 1.090
40 N 0.17464 2.29020 -1.51542  C38 1.442, H50 1.010, H51 1.010
41 H 4.43821 -0.06795 -2.30147  C35 1.090
42 H 2.87208 -0.97238 -2.40562  C35 1.090
43 H 3.70951 -0.83298 -0.91604  C35 1.090
44 H 0.92941 -0.22192 -1.13057  C37 1.090
45 H 1.95350 -0.01411 0.31087  C37 1.090
46 H 1.42486 2.41604 0.10841  C38 1.090
47 H 0.09926 1.48909 1.79619  C39 1.090
48 H -1.10529 0.75327 0.62951  C39 1.090
49 H -0.95278 2.42149 0.99697  C39 1.090
50 H -0.52353 1.64858 -1.86325  N40 1.010
51 H 0.84035 2.19498 -2.26899  N40 1.010
52 C -6.59284 -0.52664 0.17484  O53 1.471, H58 1.090, H59 1.090, H60 1.090
53 O -6.07536 -0.50721 -1.20152  C52 1.471, C54 1.396
54 C -5.04773 -1.42020 -1.44302  O53 1.396, C55 1.549, H61 1.090, H62 1.090
55 C -4.53760 -1.50467 -2.90345  C54 1.549, C56 1.515, N57 1.433, H63 1.090
56 C -3.68110 -2.72295 -3.17941  C55 1.515, H64 1.090, H65 1.090, H66 1.090
57 N -3.78919 -0.34544 -3.29033  C55 1.433, H67 1.010, H68 1.010
58 H -6.78481 -1.53048 0.55372  C52 1.090
59 H -7.49525 0.05794 0.35378  C52 1.090
60 H -5.73708 -0.16852 0.74715  C52 1.090
61 H -4.20242 -1.39410 -0.75536  C54 1.090
62 H -5.53482 -2.37217 -1.23187  C54 1.090
63 H -5.47907 -1.53451 -3.45195  C55 1.090
64 H -2.75054 -2.68088 -2.61339  C56 1.090
65 H -3.54701 -2.91983 -4.24307  C56 1.090
66 H -4.24685 -3.59837 -2.86055  C56 1.090
67 H -4.55889 0.29389 -3.42778  N57 1.010
68 H -3.36780 -0.45963 -4.20110  N57 1.010
69 C 5.29861 -4.52764 2.99819  O70 1.424, H75 1.090, H76 1.090, H77 1.090
70 O 6.58405 -4.35585 3.58643  C69 1.424, C71 1.418
71 C 7.56521 -5.21905 3.03726  O70 1.418, C72 1.561, H78 1.090, H79 1.090
72 C 9.04215 -4.77768 3.28540  C71 1.561, C73 1.530, N74 1.459, H80 1.090
73 C 10.02132 -5.56496 2.41142  C72 1.530, H81 1.090, H82 1.090, H83 1.090
74 N 9.39886 -4.88175 4.69602  C72 1.459, H84 1.010, H85 1.010
75 H 4.57727 -4.05995 3.66829  C69 1.090
76 H 5.09539 -5.59809 2.96750  C69 1.090
77 H 5.33891 -4.04654 2.02094  C69 1.090
78 H 7.40190 -6.25918 3.31932  C71 1.090
79 H 7.38243 -5.27386 1.96410  C71 1.090
80 H 9.09719 -3.70201 3.11805  C72 1.090
81 H 9.85999 -6.62264 2.61969  C73 1.090
82 H 11.06164 -5.27394 2.55681  C73 1.090
83 H 9.76781 -5.57979 1.35142  C73 1.090
84 H 8.57876 -4.64399 5.23548  N74 1.010
85 H 9.33390 -5.85159 4.97042  N74 1.010
86 C -4.62196 6.95925 -0.45891  O87 1.383, H92 1.090, H93 1.090, H94 1.090
87 O -5.82583 6.43288 -0.89004  C86 1.383, C88 1.430
88 C -5.68511 5.15990 -1.52524  O87 1.430, C89 1.531, H95 1.090, H96 1.090
89 C -6.95715 4.88636 -2.33137  C88 1.531, C90 1.567, N91 1.460, H97 1.090
90 C -8.34915 4.88698 -1.61169  C89 1.567, H98 1.090, H99 1.090, H100 1.090
91 N -6.83626 3.62885 -3.06309  C89 1.460, H101 1.010, H102 1.010
92 H -4.23337 7.76211 -1.08542  C86 1.090
93 H -3.80574 6.24492 -0.35117  C86 1.090
94 H -4.79648 7.31920 0.55503  C86 1.090
95 H -4.81752 5.08733 -2.18108  C88 1.090
96 H -5.45332 4.40659 -0.77232  C88 1.090
97 H -7.05472 5.68327 -3.06861  C89 1.090
98 H -9.21511 4.82378 -2.27064  C90 1.090
99 H -8.47267 5.80663 -1.03978  C90 1.090
100 H -8.53744 4.02820 -0.96737  C90 1.090
101 H -7.57764 3.51168 -3.73890  N91 1.010
102 H -7.00131 2.87569 -2.41070  N91 1.010
103 C 6.09356 1.74663 2.01982  O104 1.422, H105 1.090, H106 1.090, H107 1.090
104 O 6.07817 2.46381 0.79187  C103 1.422, H108 0.960
105 H 5.12344 1.74744 2.51678  C103 1.090
106 H 6.39858 0.71433 1.84828  C103 1.090
107 H 6.79047 2.24583 2.69303  C103 1.090
108 H 5.33586 2.16195 0.26323  O104 0.960
109 C 3.46640 6.92020 -2.82112  O110 1.450, H111 1.090, H112 1.090, H113 1.090
110 O 2.10973 7.14008 -2.36027  C109 1.450, H114 0.960
111 H 3.75491 7.03635 -3.86581  C109 1.090
112 H 4.03286 7.70535 -2.32034  C109 1.090
113 H 3.72950 5.92959 -2.45021  C109 1.090
114 H 1.60481 6.33721 -2.50873  O110 0.960
115 C -2.32709 1.48629 7.53080  O116 1.410, H117 1.090, H118 1.090, H119 1.090
116 O -1.82571 0.30118 6.95324  C115 1.410, H120 0.960
117 H -3.39303 1.36978 7.72650  C115 1.090
118 H -1.80946 1.68305 8.46965  C115 1.090
119 H -2.20819 2.26979 6.78242  C115 1.090
120 H -1.59402 -0.22565 7.72159  O116 0.960
121 C 0.64501 -0.24622 -6.52548  O122 1.379, H123 1.090, H124 1.090, H125 1.090
122 O -0.43736 0.00638 -7.34157  C121 1.379, H126 0.960
123 H 0.60823 0.39606 -5.64558  C121 1.090
124 H 0.55604 -1.28439 -6.20547  C121 1.090
125 H 1.61663 -0.18438 -7.01561  C121 1.090
126 H -0.29430 0.90582 -7.64512  O122 0.960
127 C 2.10423 -6.02868 -3.19350  O128 1.415, H129 1.090, H130 1.090, H131 1.090
128 O 3.35063 -6.10602 -2.52741  C127 1.415, H132 0.960
129 H 1.96085 -6.56498 -4.13155  C127 1.090
130 H 1.29881 -6.23433 -2.48845  C127 1.090
131 H 2.07356 -4.95662 -3.38804  C127 1.090
132 H 3.99078 -5.90518 -3.21405  O128 0.960


Which of the structures shown above is the most stable? The most stable is entry 1.